ORCA calculation (ωB97M-V/def2-TZVPD) on a structure of composition C32H41BFNO4SSi2 at a distorted geometry.

Cartesian coordinates (Å):
C (-1.102, 4.252, 2.091)
N (-0.396, 3.166, 1.387)
C (0.312, 3.634, 0.192)
B (0.411, 2.335, 2.247)
O (-0.240, 1.369, 2.974)
Si (2.396, 2.574, 2.549)
O (2.684, 2.434, 4.207)
Si (3.927, 3.165, 4.973)
S (4.108, 5.336, 4.520)
O (4.312, 5.970, 5.779)
O (5.054, 5.522, 3.473)
F (2.713, 5.834, 3.996)
H (-2.151, 4.008, 2.245)
H (-0.678, 4.446, 3.080)
H (-1.029, 5.169, 1.514)
H (-0.423, 3.993, -0.527)
H (0.898, 2.835, -0.253)
H (0.952, 4.495, 0.418)
H (0.392, 0.695, 3.237)
H (2.927, 3.858, 2.044)
H (3.164, 1.506, 1.856)
H (5.227, 2.584, 4.614)
H (3.695, 3.132, 6.418)
C (-2.261, -1.156, -0.224)
C (-1.870, -0.792, 1.058)
C (-1.829, -1.747, 2.063)
C (-2.169, -3.064, 1.788)
C (-2.556, -3.428, 0.506)
C (-2.604, -2.472, -0.500)
H (-2.297, -0.411, -1.009)
H (-1.603, 0.233, 1.275)
H (-1.534, -1.462, 3.066)
H (-2.135, -3.809, 2.572)
H (-2.820, -4.456, 0.291)
H (-2.911, -2.754, -1.499)
C (-0.856, -6.688, 2.244)
C (-0.707, -6.793, 0.868)
C (-1.168, -7.921, 0.204)
C (-1.785, -8.941, 0.914)
C (-1.939, -8.834, 2.289)
C (-1.472, -7.709, 2.955)
H (-0.493, -5.810, 2.763)
H (-0.232, -5.993, 0.314)
H (-1.047, -8.005, -0.869)
H (-2.147, -9.819, 0.395)
H (-2.422, -9.629, 2.843)
H (-1.588, -7.629, 4.028)
C (3.812, -10.584, 2.177)
C (4.438, -9.908, 1.140)
C (3.791, -8.854, 0.511)
C (2.521, -8.473, 0.922)
C (1.895, -9.147, 1.961)
C (2.541, -10.205, 2.586)
H (4.315, -11.408, 2.668)
H (5.429, -10.203, 0.822)
H (4.277, -8.329, -0.301)
H (2.017, -7.650, 0.433)
H (0.906, -8.849, 2.280)
H (2.052, -10.734, 3.393)
C (0.550, 4.644, -3.554)
C (-0.391, 3.638, -3.720)
C (-0.888, 3.354, -4.985)
C (-0.438, 4.073, -6.084)
C (0.507, 5.075, -5.918)
C (0.999, 5.363, -4.652)
H (0.936, 4.868, -2.567)
H (-0.739, 3.074, -2.864)
H (-1.626, 2.573, -5.114)
H (-0.822, 3.849, -7.070)
H (0.860, 5.633, -6.776)
H (1.733, 6.148, -4.521)
C (-3.258, 9.539, -4.400)
C (-4.053, 8.532, -3.874)
C (-3.577, 7.229, -3.822)
C (-2.305, 6.931, -4.289)
C (-1.509, 7.941, -4.813)
C (-1.987, 9.243, -4.871)
H (-3.629, 10.555, -4.443)
H (-5.044, 8.762, -3.504)
H (-4.201, 6.443, -3.415)
H (-1.933, 5.916, -4.246)
H (-0.517, 7.711, -5.176)
H (-1.367, 10.028, -5.284)

The HOMO energy is -8.96 eV. The value obtained for the LUMO energy is -0.06 eV. The calculation puts the orbital gap at 8.90 eV.

Here is what Löwdin gives for the atomic charges, in e: number 1, C, carries -0.05; number 2, N, carries -0.15; number 3, C, carries -0.12; number 4, B, carries -0.64; number 5, O, carries 0.11; number 6, Si, carries 0.64; number 7, O, carries -0.47; number 8, Si, carries 0.55; number 9, S, carries 0.45; number 10, O, carries -0.32; number 11, O, carries -0.32; number 12, F, carries -0.20; number 13, H, carries 0.09; number 14, H, carries 0.09; number 15, H, carries 0.09; number 16, H, carries 0.08; number 17, H, carries 0.09; number 18, H, carries 0.08; number 19, H, carries 0.08; number 20, H, carries -0.02; number 21, H, carries -0.03; number 22, H, carries -0.01; number 23, H, carries -0.02; number 24, C, carries -0.09; number 25, C, carries -0.09; number 26, C, carries -0.09; number 27, C, carries -0.10; number 28, C, carries -0.10; number 29, C, carries -0.10; number 30, H, carries 0.10; number 31, H, carries 0.08; number 32, H, carries 0.10; number 33, H, carries 0.09; number 34, H, carries 0.10; number 35, H, carries 0.10; number 36, C, carries -0.11; number 37, C, carries -0.12; number 38, C, carries -0.09; number 39, C, carries -0.09; number 40, C, carries -0.10; number 41, C, carries -0.10; number 42, H, carries 0.10; number 43, H, carries 0.10; number 44, H, carries 0.10; number 45, H, carries 0.10; number 46, H, carries 0.10; number 47, H, carries 0.10; number 48, C, carries -0.10; number 49, C, carries -0.10; number 50, C, carries -0.10; number 51, C, carries -0.09; number 52, C, carries -0.08; number 53, C, carries -0.09; number 54, H, carries 0.10; number 55, H, carries 0.10; number 56, H, carries 0.10; number 57, H, carries 0.09; number 58, H, carries 0.08; number 59, H, carries 0.10; number 60, C, carries -0.10; number 61, C, carries -0.11; number 62, C, carries -0.10; number 63, C, carries -0.09; number 64, C, carries -0.10; number 65, C, carries -0.11; number 66, H, carries 0.09; number 67, H, carries 0.09; number 68, H, carries 0.10; number 69, H, carries 0.10; number 70, H, carries 0.10; number 71, H, carries 0.11; number 72, C, carries -0.10; number 73, C, carries -0.10; number 74, C, carries -0.09; number 75, C, carries -0.08; number 76, C, carries -0.09; number 77, C, carries -0.10; number 78, H, carries 0.10; number 79, H, carries 0.10; number 80, H, carries 0.10; number 81, H, carries 0.08; number 82, H, carries 0.08; number 83, H, carries 0.10